Here is a 4-piece molecular cluster, C16H35N2O11P2 overall from OMol25. Energies are from ωB97M-V/def2-TZVPD.

The calculation puts the LUMO energy at 2.31 eV. For the total energy, the calculation gives -61239.840 eV. As for the total charge: -1. Its relative energy (zero: lowest compared OMol25 entry of this formula, charge and spin) is 1.393 eV. The spin multiplicity is 1.

```
66
C16H35N2O11P2 (ωB97M-V/def2-TZVPD)
H -0.792 1.866 -1.521
O -1.592 1.083 2.821
H -7.680 -3.250 1.609
H 3.884 1.418 -1.180
H -0.526 0.224 -2.126
P 1.726 -1.250 -0.901
H 4.429 3.651 -0.417
H -6.607 -0.362 3.479
H -2.757 0.570 -0.940
C 5.051 2.254 -6.825
H -2.631 -1.327 0.065
C -0.618 0.828 -1.216
H 2.397 -2.361 0.997
H -0.469 -1.369 5.926
H 3.688 2.621 -2.454
O 6.347 1.856 -6.730
C -7.156 -2.975 2.520
H 1.251 2.836 -1.708
O -5.079 -2.494 3.343
H 0.047 -0.083 3.191
C -5.375 -3.767 3.662
H 5.180 -1.300 -4.382
O 2.982 -0.954 -2.016
C -0.756 0.391 3.750
O -2.969 0.172 4.294
H 4.901 -0.490 -6.757
H 0.535 2.097 0.485
C -5.980 -2.037 2.308
P 1.028 0.883 -0.194
O -3.786 1.582 2.745
H 6.633 1.113 -4.826
H -2.194 -1.619 6.226
H -5.383 0.034 2.277
H -1.813 0.958 0.520
C 3.296 2.290 -1.477
H -1.846 -1.469 3.799
C 4.998 0.178 -5.895
H 4.475 0.227 -3.804
O 4.699 3.245 -7.380
N 3.472 3.322 -0.445
C -1.733 -0.569 4.409
C -6.267 -0.570 2.464
C -2.860 1.014 3.239
H -5.496 -2.250 1.351
C 1.837 1.908 -1.624
H 3.802 -1.175 -1.557
O -4.723 -4.469 4.365
C 4.508 -0.477 -4.635
N 2.736 -1.578 0.457
C -1.813 0.387 -0.412
H 3.505 -0.882 -4.747
O -1.736 -1.024 -0.118
H 2.812 -0.756 1.070
C 6.406 0.745 -5.829
H 7.180 0.060 -6.163
H -0.352 1.112 4.465
H -7.860 -2.566 3.250
O 4.243 1.369 -6.216
H 1.702 1.359 -2.560
H 2.287 0.945 0.610
H 0.435 0.037 0.892
C -1.457 -0.913 5.846
H 2.898 4.123 -0.681
H -1.480 -0.012 6.460
O -6.542 -4.141 3.078
H -7.046 -0.271 1.759
```



Here is a 8-piece molecular cluster, C72H88F7NO5Si overall in a non-equilibrium geometry from OMol25. Energies are from ωB97M-V/def2-TZVPD.

The calculation puts the LUMO energy at 0.53 eV. For the total energy, the calculation gives -114720.191 eV. The SMILES is CCCO[C@@]1(CCO[Si](C)(C)C)CC(=O)N[C@@H]1CCOCCOc1ccc(C(C)(C)CC(C)(C)C)cc1.Fc1ccccc1.Fc1ccccc1.Fc1ccccc1.Fc1ccccc1.Fc1ccccc1.Fc1ccccc1.Fc1ccccc1. The spin multiplicity is 1.

```
174
C72H88F7NO5Si (ωB97M-V/def2-TZVPD)
C 2.312 2.369 0.244
C 1.279 2.956 0.964
H -6.531 2.012 0.380
C 9.942 -3.764 -4.612
F -3.488 -2.609 6.647
C -4.727 -0.275 4.183
C 7.520 -2.596 -5.200
C -4.541 1.276 0.130
C 5.288 -1.269 -0.271
C -6.301 6.406 3.932
H -4.926 1.754 -2.664
H -6.014 -7.499 1.220
C 6.089 -6.979 -5.089
C -6.545 0.331 -0.671
C 3.024 4.481 -0.562
H 6.375 -1.153 -0.292
H 2.414 1.293 0.303
H -4.881 0.790 4.065
O -3.318 4.760 0.561
H 3.230 -1.812 -1.522
H 2.832 1.610 -2.790
C -2.694 8.448 7.622
H -1.877 2.877 -2.721
H -3.614 -7.497 4.764
C -5.779 5.928 6.230
O 0.069 4.942 1.574
H 6.004 -6.052 -4.541
C -2.680 -6.713 3.005
C 1.995 5.083 0.143
C 7.582 -3.555 -4.209
H 8.554 -1.451 -6.677
C 4.556 -4.760 2.541
C -5.511 5.341 3.521
H -2.285 4.949 2.374
H 3.447 3.195 -3.147
H -5.680 -1.443 -0.023
H -4.939 3.254 -0.585
C -5.058 3.795 -4.537
C 4.311 2.396 -1.359
H -2.492 4.471 -3.199
H 4.868 -0.574 -3.428
C -1.608 9.286 7.777
C 4.751 -6.126 2.704
H 0.602 2.356 1.559
C -5.484 -0.765 -0.860
C 6.362 -9.369 -6.483
H 3.855 -3.211 1.213
H -5.106 -3.188 2.502
O -3.148 -0.636 0.124
H 6.103 0.494 -2.780
H 6.469 -10.301 -7.022
C 7.335 -7.522 -5.334
F -1.839 -5.873 0.977
H -5.562 -1.336 -1.778
H 3.550 -7.189 -0.290
N -6.002 1.150 0.302
F 6.333 -2.025 -5.483
C -6.434 6.701 5.283
O -7.596 0.449 -1.239
C 1.110 4.325 0.904
C -4.003 -2.128 5.497
O -3.744 1.145 -4.303
H -2.582 3.891 -6.667
H -5.748 -8.006 3.625
H -0.083 -3.266 -0.358
C 8.802 -4.147 -3.919
C 4.847 1.121 -0.645
C -4.151 0.002 -0.684
H 0.623 7.515 5.941
C -4.038 -6.704 1.008
C -2.854 -6.435 1.664
H 5.180 -6.506 3.621
C -3.329 3.363 0.786
H -3.946 -0.108 6.188
C -0.313 7.778 6.416
C 4.010 -4.270 1.364
H -0.747 6.215 0.134
C 5.515 3.363 -1.501
H -2.665 0.891 -1.954
C 8.640 -2.204 -5.906
H 4.548 -8.067 1.812
C -5.082 -7.276 1.721
H -5.369 3.837 -3.488
H -5.386 5.104 2.471
H -5.863 3.287 -5.073
H -4.141 -4.071 4.616
C -3.078 -2.037 -0.028
F 3.124 -4.685 -0.774
H 4.937 -1.042 0.738
H -5.876 6.161 7.282
C -4.994 4.854 5.829
F 8.434 -6.880 -4.887
H -1.230 3.678 -4.163
C -5.053 -1.145 3.151
C -4.931 -7.562 3.071
H -1.023 4.493 -0.112
H -1.351 6.049 5.681
H 3.983 -7.229 -5.378
C 5.560 -0.434 -2.597
F -3.863 8.774 8.212
C 3.209 3.092 -0.534
H 1.860 6.158 0.122
C 3.740 2.209 -2.773
C -2.327 5.377 1.369
H 2.574 -0.402 -0.743
H 4.221 -9.358 -6.613
H 5.269 4.266 -2.054
H 10.894 -4.222 -4.381
H -1.801 -1.903 1.648
C -1.421 6.954 6.271
H -3.682 2.600 -7.143
C -4.058 2.645 -0.345
H 3.665 5.125 -1.146
H -5.279 0.192 -3.383
H -7.047 7.535 5.597
H 5.987 3.566 -0.541
H -1.975 -3.540 1.045
C -4.849 -2.509 3.305
H 5.070 -2.294 -0.566
C -3.530 0.234 -2.067
C -0.533 -2.319 -0.066
H -0.714 -1.676 -0.928
H 8.485 -9.098 -6.201
C -2.130 3.510 -3.572
C -4.315 -3.011 4.483
H -3.833 3.158 1.734
H 10.748 -2.493 -6.142
C -0.983 5.278 0.647
H -3.492 6.655 6.784
C -1.838 -2.505 0.738
H -4.145 1.055 1.124
H -3.146 -0.700 -2.482
C 5.099 -8.840 -6.251
H 4.477 1.825 -3.477
H -2.989 -2.373 -1.067
C -2.622 7.286 6.881
H -2.032 2.210 -6.595
C -4.201 -0.767 5.369
C 4.965 -7.646 -5.557
C 3.658 -5.161 0.370
H -1.736 -6.487 3.483
C -0.408 8.941 7.169
C 4.696 -0.261 -1.308
H 5.919 1.260 -0.474
H -4.479 4.234 6.552
Si -3.489 2.761 -4.662
C -2.890 2.868 -6.441
C -4.464 0.859 -3.104
H -3.926 -2.559 0.428
C 3.840 -6.522 0.511
H 0.202 -1.808 0.559
H -5.458 -0.761 2.223
H 4.831 -4.074 3.331
F -4.101 3.540 4.097
H -4.905 4.805 -4.911
H 6.262 2.835 -2.105
H -4.137 -6.465 -0.043
H -6.813 7.007 3.193
H -3.453 2.606 -1.246
H -2.300 2.980 0.810
H -2.613 6.425 1.462
C 4.394 -7.003 1.688
C 3.238 -0.719 -1.547
H 6.244 -1.272 -2.516
H 6.681 -3.829 -3.674
C -3.732 -7.278 3.712
H 2.849 -0.441 -2.524
H -1.704 10.190 8.362
H 0.455 9.583 7.286
C -4.873 4.581 4.483
H 4.415 1.048 0.354
H 8.864 -4.904 -3.151
C 9.859 -2.794 -5.603
C 7.491 -8.706 -6.026
```